Record 1
6
Properties=species:S:1:pos:R:3:forces:R:3:nbo_charge:R:1 method="wB97M-V/def2-TZVPD" e_above_lowest_kj_mol=518.4 orbital_gap_ev="5.43 / 5.40" total_charge=0
C 1.966 -0.149 0.182 -1.0398 -0.7306 -0.2477 -0.080
C 0.855 -0.641 0.031 -0.2091 -0.0400 -0.1819 -0.325
O -2.150 0.975 -0.165 2.1278 -0.8079 -0.2676 -0.706
S -0.571 -1.413 -0.245 -0.4143 1.7333 0.3453 0.440
H 2.981 0.131 0.185 0.3835 0.3819 0.1593 0.244
H -3.080 1.098 0.011 -0.8480 -0.5367 0.1926 0.426

Record 2
24
Properties=species:S:1:pos:R:3:forces:R:3:nbo_charge:R:1 method="wB97M-V/def2-TZVPD" e_above_lowest_kj_mol=272.4 orbital_gap_ev=8.90 total_charge=0
C 2.860 -1.479 0.262 -0.3182 0.2486 -1.6949 -0.102
C 2.206 -0.576 1.004 0.2021 -0.2414 1.8939 -0.160
C 2.096 -0.005 -1.117 0.7186 -0.9973 -0.2783 0.123
C -1.533 1.275 -0.782 1.2863 -1.3919 -2.5469 -0.280
C -1.157 0.133 1.490 -4.2705 2.5734 -0.5486 -0.260
C -1.563 -0.110 -1.444 -1.9190 0.4477 -0.4216 -0.065
C -1.551 -1.155 0.745 3.9295 -2.0358 1.5282 -0.075
N 2.787 -1.152 -1.048 -0.5535 1.2741 -1.6248 -0.462
N 1.748 0.371 0.130 -1.5188 2.1384 1.4254 -0.546
N -0.894 1.181 0.476 3.1173 1.6075 1.5261 -0.634
O 0.794 2.847 -0.423 -0.2128 -0.8796 1.6311 -0.898
O -2.097 -1.041 -0.505 -2.8832 0.3133 -0.5793 -0.536
S 0.601 1.911 0.704 0.2301 -1.2474 -3.0637 1.604
H 3.350 -2.369 0.454 0.8069 -1.4281 1.0581 0.206
H 2.162 -0.670 2.106 -0.4657 0.9361 -0.8622 0.222
H 1.856 0.559 -2.038 0.2067 -0.4155 0.8991 0.214
H -1.109 2.022 -1.492 0.3800 -0.4804 0.9475 0.255
H -2.527 1.549 -0.738 -2.3307 0.7314 0.8610 0.205
H -2.085 0.641 1.994 1.2021 -1.5126 -0.3293 0.193
H -0.394 0.156 2.263 0.2767 -0.6523 -0.3268 0.233
H -2.269 -0.042 -2.411 1.6042 -0.5818 2.2451 0.202
H -0.622 -0.545 -1.632 1.5636 0.1534 -1.0244 0.187
H -0.497 -1.671 0.566 -1.7042 0.4691 0.6279 0.162
H -2.163 -1.832 1.438 0.6524 0.9708 -1.3426 0.213

Record 3
26
Properties=species:S:1:pos:R:3:forces:R:3:nbo_charge:R:1 method="wB97M-V/def2-TZVPD" e_above_lowest_kj_mol=255.0 orbital_gap_ev=3.96 total_charge=0
Ag -29.416 -14.320 -20.996 0.2241 0.8696 0.0060 0.807
Cl -28.273 -10.050 -20.964 -0.1467 -0.8625 0.0207 -0.805
C -23.302 -10.084 -17.610 -1.8968 -0.3644 -0.5873 -0.691
C -22.316 -9.874 -18.705 3.3729 -0.2834 2.7077 0.649
O -21.159 -9.625 -18.289 -1.3179 0.0919 -1.3797 -0.661
N -22.601 -10.113 -19.976 -0.0947 -0.0304 -0.8660 -0.596
C -21.617 -9.953 -21.040 -0.4395 0.0838 -0.8101 -0.420
H -24.227 -10.541 -17.962 -0.2725 0.0586 -0.2491 0.199
H -23.597 -9.114 -17.210 0.3067 -0.1472 0.3999 0.238
H -22.936 -10.802 -16.876 0.4166 0.5788 0.0788 0.242
H -23.564 -10.278 -20.231 0.1820 0.0274 -0.0327 0.404
H -21.678 -10.792 -21.733 -0.0478 -0.1739 0.1195 0.195
H -20.576 -9.867 -20.727 -0.4414 -0.0039 0.5949 0.245
H -21.878 -9.075 -21.630 0.1702 0.1825 0.0096 0.195
C -24.157 -4.459 -20.111 0.4429 -0.7043 -0.2244 -0.709
C -24.608 -4.028 -18.723 0.7005 1.3049 -0.1035 0.666
O -24.201 -2.994 -18.178 -0.6230 -1.2249 -0.6435 -0.635
N -25.456 -4.891 -18.130 -0.5256 -0.6589 1.1906 -0.610
C -26.104 -4.591 -16.842 -0.4205 0.2040 -0.2410 -0.421
H -23.124 -4.802 -20.050 0.2086 0.2580 0.1851 0.237
H -24.184 -3.711 -20.903 -0.1811 0.3077 0.4750 0.239
H -24.671 -5.344 -20.487 -0.3844 0.0668 0.1067 0.206
H -25.752 -5.723 -18.618 0.1076 0.2947 0.0232 0.401
H -26.890 -3.865 -17.048 0.1402 0.3540 0.3283 0.198
H -25.438 -4.236 -16.056 0.2708 0.2594 -0.5103 0.221
H -26.629 -5.427 -16.380 0.2489 -0.4883 -0.5986 0.206

Record 4
59
Properties=species:S:1:pos:R:3:forces:R:3:nbo_charge:R:1 method="wB97M-V/def2-TZVPD" orbital_gap_ev=7.59 total_charge=+1
Ti -0.306 -0.634 -1.334 -0.0204 0.0786 -0.0608 1.396
C -3.467 -1.180 -1.432 0.0034 -0.0406 0.0039 -0.220
C -3.400 0.298 -1.749 0.0249 0.0516 0.0112 -0.227
N -2.136 0.829 -1.209 -0.0066 -0.0215 0.0069 -0.609
C -1.876 2.198 -1.659 -0.0024 -0.0124 -0.0105 -0.256
C -0.470 2.581 -1.307 0.0108 0.0399 0.0054 0.240
C -0.076 3.899 -1.171 0.0036 -0.0339 -0.0021 -0.242
C 1.261 4.169 -0.923 0.0033 0.0225 0.0034 -0.111
C 2.152 3.117 -0.817 -0.0204 -0.0417 -0.0066 -0.245
C 1.676 1.821 -0.939 0.0260 0.0331 0.0067 0.265
C 2.574 0.629 -0.792 -0.0160 0.0045 0.0020 -0.258
N 1.859 -0.565 -1.192 0.0050 -0.0038 -0.0269 -0.601
C 1.377 -0.673 -2.558 0.0236 -0.0121 0.0235 -0.552
C -1.425 -1.472 -2.878 -0.0263 -0.0500 0.0290 -0.569
N -2.144 -1.755 -1.648 0.0271 0.0342 -0.0059 -0.603
N 0.386 1.559 -1.177 -0.0240 -0.0354 0.0216 -0.493
H -4.232 -1.659 -2.050 0.0024 0.0028 -0.0011 0.216
H -3.732 -1.335 -0.384 -0.0082 0.0061 -0.0034 0.206
H -4.267 0.827 -1.345 -0.0059 -0.0117 -0.0015 0.213
H -3.391 0.466 -2.825 -0.0100 -0.0085 -0.0023 0.209
H -2.210 0.834 -0.194 0.0027 -0.0021 -0.0018 0.398
H -2.591 2.918 -1.250 -0.0016 -0.0020 -0.0008 0.216
H -1.984 2.216 -2.747 0.0025 0.0035 0.0031 0.231
H -0.803 4.693 -1.268 0.0072 0.0093 0.0021 0.238
H 1.603 5.190 -0.817 0.0000 -0.0001 -0.0002 0.240
H 3.205 3.286 -0.634 0.0004 0.0118 0.0001 0.241
H 2.864 0.535 0.259 0.0042 -0.0043 -0.0018 0.240
H 3.485 0.781 -1.381 0.0042 -0.0036 0.0082 0.221
H 2.272 -1.412 -0.830 0.0058 0.0029 -0.0045 0.423
H 1.660 -1.603 -3.036 0.0061 0.0069 -0.0083 0.224
H 1.639 0.188 -3.169 -0.0182 0.0008 -0.0032 0.207
H -1.046 -2.364 -3.363 0.0051 0.0054 -0.0005 0.228
H -1.982 -0.861 -3.582 0.0067 0.0045 -0.0046 0.204
H -2.080 -2.718 -1.351 -0.0196 -0.0033 -0.0038 0.420
C -0.827 0.422 1.870 -0.0173 0.0134 -0.0219 -0.270
N -0.468 -0.652 0.924 0.0031 0.0057 0.0381 -0.564
C -0.135 -1.799 1.423 0.0002 0.0027 0.0012 0.177
C 0.228 -2.865 0.567 -0.0016 0.0336 -0.0039 -0.036
C 0.633 -4.177 0.817 -0.0050 -0.0197 0.0022 -0.214
C 0.882 -4.751 -0.430 0.0009 0.0030 0.0226 -0.319
C 0.624 -3.763 -1.382 -0.0146 0.0190 -0.0211 -0.022
N 0.228 -2.621 -0.791 0.0249 -0.0691 -0.0046 -0.559
C 0.197 0.669 2.948 0.0074 0.0014 0.0235 0.036
C 1.292 1.490 2.692 0.0004 0.0002 -0.0194 -0.243
C 2.270 1.687 3.654 -0.0023 -0.0015 0.0100 -0.192
C 2.160 1.067 4.891 0.0033 0.0009 -0.0023 -0.203
C 1.063 0.264 5.164 0.0043 0.0026 0.0052 -0.197
C 0.085 0.070 4.197 -0.0103 -0.0060 -0.0050 -0.231
H -1.798 0.198 2.325 0.0024 -0.0037 0.0021 0.208
H -0.944 1.346 1.298 0.0071 -0.0017 0.0010 0.188
H -0.111 -1.959 2.501 0.0010 -0.0061 -0.0011 0.201
H 0.728 -4.642 1.786 -0.0014 -0.0007 0.0006 0.229
H 1.210 -5.757 -0.632 0.0022 -0.0023 0.0006 0.233
H 0.711 -3.835 -2.456 0.0017 -0.0018 -0.0001 0.207
H 1.364 1.998 1.736 -0.0005 -0.0013 -0.0021 0.197
H 3.112 2.335 3.446 0.0005 0.0006 -0.0006 0.217
H 2.920 1.221 5.645 0.0003 0.0000 0.0001 0.226
H 0.962 -0.207 6.133 -0.0011 -0.0006 0.0007 0.226
H -0.779 -0.544 4.425 -0.0007 -0.0001 -0.0024 0.213

Record 5
35
Properties=species:S:1:pos:R:3:forces:R:3:nbo_charge:R:1 method="wB97M-V/def2-TZVPD" orbital_gap_ev=3.38 total_charge=+2
C 2.062 -0.339 2.978 -0.0202 -0.5760 -0.1049 -0.622
C 2.000 -0.036 1.368 0.8468 0.4392 2.2102 -0.246
N 0.634 0.450 0.971 0.6006 -0.3854 -1.3671 -0.621
C 0.252 0.042 -0.401 2.3002 1.5684 -0.1813 -0.197
C 1.520 0.319 -1.394 2.7519 0.6181 -1.5851 0.147
N 2.518 0.568 -2.024 -4.9227 -1.2324 3.0936 -0.211
P -0.132 -1.833 -0.584 -0.6581 -0.8007 -2.1187 1.482
N 0.377 -2.753 0.849 2.1867 -1.2080 -0.0763 -1.133
O 0.812 -2.389 -1.929 -1.9420 1.6242 2.2461 -0.923
C -1.064 0.816 -0.988 -0.8113 -1.8383 0.4312 -0.443
C -2.101 -0.312 -1.533 -2.6190 -1.4229 -1.9310 0.176
N -2.951 -1.051 -1.995 4.7139 3.8298 2.5657 -0.155
C -1.887 1.635 0.144 -0.3223 0.0137 0.0130 -0.520
C -2.703 0.678 1.159 -4.7900 0.5250 1.1176 0.757
O -3.948 0.882 1.306 5.6331 -0.6296 -0.7486 -0.506
O -2.122 -0.365 1.939 -0.5391 2.0176 -0.7498 -0.732
P -0.692 1.920 -2.502 -4.5144 4.1398 -4.2177 2.218
O -2.044 2.595 -2.854 4.0742 -2.5444 1.7260 -1.001
O 0.405 3.186 -2.195 -0.9594 -3.3046 0.6313 -0.898
O -0.288 0.990 -3.904 0.9927 1.5844 3.3705 -0.926
H 1.124 0.009 3.531 1.3270 -0.3410 -0.9346 0.246
H 2.154 -1.483 3.165 -0.1666 1.8156 -0.3145 0.169
H 2.986 0.139 3.452 -1.3626 -0.6404 -0.7383 0.255
H 2.730 0.843 1.206 -0.7705 -1.8423 -0.2416 0.242
H 2.329 -1.008 0.863 -0.4307 1.7375 0.1443 0.176
H 0.696 1.488 1.060 -0.5825 -1.1232 -0.2715 0.399
H 1.402 -2.964 0.686 -0.1919 0.1969 0.2173 0.377
H -0.067 -3.707 0.813 -1.3232 1.4256 -1.6088 0.253
H 0.394 -1.895 -2.695 0.6977 -0.7430 0.4607 0.540
H -2.698 2.276 -0.383 1.3601 -1.3512 0.7338 0.349
H -1.222 2.394 0.703 -0.9243 -1.4123 -0.7212 0.259
H -2.744 -0.450 2.714 0.4815 -0.0110 -1.2139 0.524
H 0.816 3.104 -1.303 -0.0415 0.2169 -0.8833 0.498
H 0.617 1.230 -4.222 -0.6512 -0.2461 0.2151 0.524
Sn 0.836 -4.976 2.000 0.5771 -0.1001 0.8314 1.548